Entry from OMol25: a structure of composition C45H33F3IrNO3P2S6 (ωB97M-V with the def2-TZVPD basis set).

Each line ends with the Löwdin charge.
Positions of all 94 atoms, in Å:
Ir1 0.87209 -1.41037 -0.24672  1.296
S1 0.38829 -0.48937 3.22288  0.309
P1 0.50769 0.97673 1.92928  0.396
C1 1.13269 0.53933 0.33038  -0.628
P2 2.72469 0.91863 -0.35082  0.414
S2 3.87279 -0.70547 -0.30322  0.394
C2 2.61429 1.42863 -2.09382  -0.277
C3 1.43289 1.22493 -2.96602  -0.201
C4 1.65449 1.76413 -4.32962  -0.044
C5 2.87709 2.10543 -4.79892  -0.094
C6 4.00729 2.09483 -3.95952  -0.063
C7 3.84159 1.77723 -2.62222  -0.125
C8 3.61309 2.31303 0.43388  -0.358
C9 3.08539 3.59793 0.40118  -0.083
C10 3.77839 4.63683 0.99328  -0.082
C11 5.00109 4.40383 1.60348  -0.093
C12 5.52349 3.12263 1.64058  -0.092
C13 4.82959 2.07693 1.06018  -0.124
C14 -1.14481 1.72333 1.69848  -0.403
C15 -1.43981 2.53533 0.61178  -0.149
C16 -2.71171 3.05923 0.47478  -0.095
C17 -3.68761 2.77883 1.41828  -0.087
C18 -3.39021 1.97603 2.50568  -0.089
C19 -2.11981 1.44913 2.64678  -0.125
C20 1.47239 2.31403 2.71248  -0.343
C21 1.00929 3.61333 2.86328  -0.083
C22 1.73829 4.50853 3.62738  -0.101
C23 2.91709 4.11453 4.23488  -0.103
C24 3.37969 2.81653 4.07998  -0.086
C25 2.65529 1.91833 3.32458  -0.124
H1 0.51419 1.64913 -2.53962  0.147
H2 0.78679 1.80713 -4.97192  0.112
H3 2.99939 2.41583 -5.82782  0.100
H4 4.97929 2.36423 -4.34082  0.096
H5 4.69519 1.82693 -1.95282  0.100
H6 2.13479 3.77813 -0.08272  0.114
H7 3.36729 5.63613 0.98428  0.107
H8 5.54169 5.22263 2.05828  0.103
H9 6.47089 2.93843 2.12728  0.103
H10 5.22259 1.06883 1.08308  0.059
H11 -0.67141 2.73213 -0.12412  0.097
H12 -2.94481 3.68173 -0.37522  0.099
H13 -4.68601 3.17653 1.30068  0.097
H14 -4.14991 1.75443 3.24138  0.096
H15 -1.87231 0.80233 3.47858  0.054
H16 0.08489 3.92233 2.39588  0.100
H17 1.37219 5.51653 3.76488  0.099
H18 3.47689 4.81703 4.83628  0.099
H19 4.29209 2.50323 4.56528  0.106
H20 2.98369 0.89193 3.21438  0.100
F1 -4.06081 -0.11227 -2.83022  0.079
C26 -3.03901 0.53503 -3.41712  -0.601
F2 -3.41161 0.68213 -4.70902  0.110
F3 -3.08691 1.79493 -2.89782  0.103
C27 -1.68911 -0.06787 -3.29152  -0.163
C28 -0.94711 -0.44967 -4.44652  -0.037
C29 0.37369 -0.67717 -4.33772  -0.043
C30 1.04759 -0.37667 -3.04952  -0.243
N1 0.19109 -0.66197 -1.94582  -0.172
C31 -1.09471 -0.33717 -2.05102  -0.629
S3 -1.98141 -0.37317 -0.57342  0.991
H21 -1.46831 -0.58197 -5.38172  0.118
H22 0.97839 -1.01877 -5.16102  0.114
H23 1.98849 -0.92427 -2.94942  0.141
O1 1.72989 -2.61397 1.26968  -0.228
C32 2.03989 -3.51107 0.46048  -0.680
O2 1.78469 -3.44047 -0.75482  -0.160
H24 2.57489 -4.40097 0.84868  0.132
O3 -1.23391 -2.46877 -0.23312  -0.389
C33 -2.23661 -3.33347 0.12618  -0.631
C34 -3.32861 -2.62397 0.89938  -0.522
C35 -3.17801 -1.87847 2.02698  -0.146
C36 -4.40961 -1.43297 2.55328  -0.187
C37 -5.47291 -1.84287 1.81768  -0.409
S4 -4.99111 -2.78057 0.45708  1.055
C38 -2.80671 -3.96257 -1.13202  -0.478
C39 -3.08461 -5.26777 -1.40822  -0.131
C40 -3.55751 -5.46267 -2.72472  -0.189
C41 -3.63111 -4.29897 -3.42142  -0.395
S5 -3.10711 -2.95167 -2.49542  1.103
C42 -1.75961 -4.46757 1.01048  -0.427
C43 -2.38571 -5.03087 2.08178  -0.110
C44 -1.70131 -6.15647 2.58908  -0.187
C45 -0.57561 -6.43717 1.88458  -0.394
S6 -0.32921 -5.33267 0.58918  1.112
H25 -2.21771 -1.66307 2.45868  0.084
H26 -4.49281 -0.84977 3.45278  0.095
H27 -6.51641 -1.66147 1.98438  0.050
H28 -2.95911 -6.06837 -0.70052  0.109
H29 -3.81531 -6.42807 -3.12962  0.093
H30 -3.96281 -4.14447 -4.42992  0.055
H31 -3.30571 -4.65967 2.49748  0.114
H32 -2.03561 -6.72357 3.44068  0.093
H33 0.13319 -7.22567 2.04548  0.054

Charge = -1
LUMO energy (spin up / spin down) = 0.13 / 0.30 eV
Orbital gap (spin up / spin down) = 3.8 / 4.7 eV
Strongest force on any atom = 2.47 eV Å⁻¹
HOMO level (spin up / spin down) = -3.67 / -4.41 eV
Multiplicity = 2


Entry from OMol25: a structure of composition C45H36IN5RbS (ωB97M-V with the def2-TZVPD basis set).

Each line ends with the Löwdin charge.
Positions of all 89 atoms, in Å:
Rb1 -0.76427 0.64113 -0.10595  0.483
C1 1.85183 -2.00816 2.01929  -0.180
C2 1.35097 -3.43904 1.85410  -0.127
C3 0.01554 -3.66439 1.17914  -0.291
C4 -0.21410 -4.82238 0.53479  -0.081
C5 -1.42010 -5.20845 -0.17084  -0.125
C6 -2.30580 -4.33530 -0.72162  -0.173
C7 -1.92895 -2.40916 0.74433  -0.267
N1 -0.94480 -2.70632 1.51209  0.111
N2 2.17259 -1.23582 0.81551  -0.131
C8 2.96881 -1.94457 -0.16521  -0.138
C9 2.18596 -2.86058 -1.07734  -0.267
C10 2.66926 -4.12478 -1.39605  -0.052
C11 1.94439 -4.92229 -2.26683  -0.087
C12 0.75560 -4.43640 -2.78041  -0.069
C13 0.35081 -3.16087 -2.40816  -0.150
N3 1.05455 -2.38237 -1.59063  0.157
C14 2.86814 -0.03709 1.25382  -0.152
C15 3.07747 1.02291 0.20157  -0.286
C16 4.18333 1.86287 0.29235  -0.045
C17 4.29171 2.92224 -0.59179  -0.086
C18 3.29366 3.11329 -1.53306  -0.062
C19 2.23573 2.21548 -1.56172  -0.126
N4 2.14108 1.17904 -0.72977  0.093
H1 2.75751 -2.07359 2.65506  0.119
H2 1.11086 -1.43351 2.57962  0.112
H3 1.26237 -3.81152 2.88249  0.120
H4 2.10472 -4.06327 1.36751  0.095
H5 0.60397 -5.54056 0.52540  0.098
H6 -1.56528 -6.26663 -0.36651  0.075
H7 -3.10198 -4.74380 -1.34244  0.085
H8 -2.61668 -1.65439 1.14008  0.051
H9 3.79381 -2.51385 0.30531  0.124
H10 3.43311 -1.19266 -0.80903  0.125
H11 3.59166 -4.47749 -0.94920  0.103
H12 2.29488 -5.91616 -2.52192  0.096
H13 0.13278 -5.02901 -3.43693  0.102
H14 -0.58484 -2.74450 -2.76991  0.072
H15 3.85030 -0.29297 1.69764  0.127
H16 2.27745 0.42386 2.05131  0.104
H17 4.91914 1.69899 1.06980  0.107
H18 5.13464 3.60172 -0.53246  0.095
H19 3.31143 3.94809 -2.22090  0.097
H20 1.40550 2.34548 -2.24516  0.075
I1 -2.14884 -0.00395 3.82045  0.898
C20 -0.24622 0.40575 4.60577  -0.654
C21 0.10173 -0.20284 5.77931  -0.196
C22 1.35380 0.08434 6.36762  -0.123
C23 2.19076 0.98773 5.77952  -0.073
C24 1.83187 1.63245 4.56717  -0.203
C25 2.68265 2.59706 3.97586  -0.088
C26 2.30691 3.19832 2.80448  -0.121
C27 1.11258 2.81739 2.14986  -0.193
C28 0.22140 1.87340 2.64152  -0.172
C29 0.59692 1.32662 3.91366  -0.313
H21 -0.57763 -0.89711 6.25581  0.070
H22 1.63486 -0.40882 7.29174  0.085
H23 3.14696 1.23087 6.23462  0.094
H24 3.61585 2.85138 4.47059  0.090
H25 2.95201 3.95026 2.35608  0.090
H26 0.91282 3.28233 1.18237  0.060
C30 -2.59023 5.41221 -0.38882  -0.139
C31 -3.21644 5.47396 -1.63169  -0.145
C32 -2.74673 4.66186 -2.64918  -0.097
C33 -1.66607 3.79542 -2.41713  -0.255
C34 -1.00396 3.67520 -1.17439  -0.107
C35 -1.53112 4.53475 -0.18563  -0.174
C36 -1.18368 2.97316 -3.56008  -0.229
C37 -1.25788 3.48422 -4.89846  -0.014
C38 -0.77954 2.75839 -5.94024  -0.032
C39 -0.19376 1.49146 -5.69667  -0.172
C40 0.35669 0.67323 -6.70857  -0.064
C41 0.93516 -0.52518 -6.39204  -0.106
C42 0.98700 -0.95077 -5.04598  -0.080
C43 0.45556 -0.17995 -4.05006  -0.004
C44 -0.15364 1.06201 -4.35265  -0.208
N5 -0.65433 1.79424 -3.32156  0.151
H27 -2.94750 6.04102 0.42373  0.079
H28 -4.06487 6.13010 -1.79641  0.076
H29 -3.25388 4.68185 -3.61117  0.085
H30 -1.10083 4.50619 0.81552  0.060
H31 -1.67164 4.47028 -5.05838  0.096
H32 -0.81827 3.14180 -6.95546  0.104
H33 0.31520 1.01455 -7.73821  0.099
H34 1.35615 -1.14997 -7.17104  0.088
H35 1.44820 -1.89967 -4.79785  0.093
H36 0.49643 -0.49163 -3.01354  0.082
S1 -3.00942 -1.83371 -1.69067  0.448
C45 -2.30056 -2.91490 -0.57296  -0.816

Charge = -2
LUMO energy (spin up / spin down) = 3.79 / 3.78 eV
Orbital gap (spin up / spin down) = 4.3 / 5.2 eV
Strongest force on any atom = 0.17 eV Å⁻¹
HOMO level (spin up / spin down) = -0.54 / -1.40 eV
Multiplicity = 2


Entry from OMol25: a structure of composition C45H36N7O5STeTl (ωB97M-V with the def2-TZVPD basis set).

Each line ends with the Löwdin charge.
Positions of all 96 atoms, in Å:
Tl1 1.34807 1.05997 0.36704  0.900
O1 -2.18958 -3.11024 -2.96788  -0.015
C1 -1.82120 -3.79341 -1.85634  -0.258
C2 -2.56577 -4.93313 -1.47654  -0.061
C3 -2.18096 -5.69321 -0.42350  -0.144
C4 -1.15173 -5.30740 0.45383  -0.111
C5 -0.44099 -4.13756 0.17537  -0.052
C6 -0.81153 -3.35524 -0.92125  -0.068
C7 -0.03219 -2.10378 -1.18778  -0.467
O2 0.54102 -1.45782 -0.29115  -0.225
N1 0.00466 -1.72477 -2.50510  -0.023
N2 0.76588 -0.67261 -2.67318  -0.003
C8 1.29351 -0.37846 -3.85238  -0.118
C9 2.08120 0.77562 -3.99220  -0.167
C10 2.29885 1.29183 -5.29339  -0.098
C11 3.12514 2.37116 -5.52827  -0.177
C12 3.70166 3.05461 -4.46129  -0.159
C13 3.51172 2.65988 -3.16100  -0.046
C14 2.65303 1.54703 -2.86742  -0.376
O3 2.46180 1.28661 -1.64294  -0.311
H1 -1.37681 -2.48135 -3.19417  0.101
H2 -3.49622 -5.13595 -1.98508  0.095
H3 -2.72974 -6.61657 -0.22595  0.089
H4 -0.93507 -5.87177 1.34723  0.078
H5 0.35854 -3.81826 0.83538  0.046
H6 1.11598 -1.01511 -4.77011  0.114
H7 1.66508 0.93827 -6.10050  0.090
H8 3.24385 2.74544 -6.54251  0.071
H9 4.35368 3.94519 -4.68612  0.096
H10 3.87072 3.21397 -2.28639  0.104
O4 -1.83214 2.89496 -2.13227  -0.018
C15 -1.79685 4.17064 -2.51623  -0.269
C16 -2.58557 4.66091 -3.59119  -0.027
C17 -2.45373 5.99337 -3.91214  -0.132
C18 -1.62999 6.85045 -3.19825  -0.142
C19 -0.86486 6.41383 -2.14650  -0.057
C20 -0.98553 5.08737 -1.73913  -0.058
C21 -0.09409 4.44198 -0.70158  -0.338
O5 -0.13499 3.16900 -0.48851  -0.133
N3 0.84510 5.25310 -0.19711  0.028
N4 1.62420 4.64181 0.61250  0.000
C22 2.74258 5.16214 1.08830  -0.116
C23 3.49553 4.45841 2.06826  -0.287
C24 4.82199 4.91274 2.36586  -0.046
C25 5.64969 4.15758 3.17251  -0.110
C26 5.16962 2.96034 3.70753  -0.096
C27 3.86700 2.56006 3.36048  -0.156
N5 3.09024 3.29465 2.58256  0.095
H11 -1.08147 2.85344 -1.26846  0.039
H12 -3.38786 4.05064 -4.02345  0.108
H13 -3.01346 6.37586 -4.75369  0.087
H14 -1.58145 7.89778 -3.50254  0.086
H15 -0.19007 7.07986 -1.67123  0.088
H16 3.18919 6.08951 0.76868  0.089
H17 5.09058 5.88628 1.99608  0.088
H18 6.65768 4.51916 3.33255  0.089
H19 5.64513 2.38120 4.51504  0.090
H20 3.46957 1.64637 3.75099  0.088
C28 3.34703 -2.77682 2.77622  -0.429
Te1 1.34183 -1.98843 3.12634  1.203
C29 1.70278 -2.92941 5.09222  -0.450
C30 3.10850 -3.45030 5.11607  -0.296
C31 3.59743 -4.03469 6.28657  -0.062
C32 4.95085 -4.34966 6.41636  -0.100
C33 5.79748 -4.24168 5.28948  -0.086
C34 5.25220 -3.77114 4.07520  -0.053
C35 3.94462 -3.36810 4.00198  -0.304
H21 3.96772 -1.93562 2.35638  0.074
H22 3.26174 -3.51450 1.95487  0.063
H23 0.96099 -3.70234 5.31102  0.044
H24 1.58812 -2.12562 5.86296  0.055
H25 2.92170 -4.22599 7.11899  0.108
H26 5.30119 -4.70073 7.38205  0.088
H27 6.85133 -4.50553 5.35857  0.089
H28 5.90326 -3.80035 3.18153  0.122
S1 -7.01934 -0.88931 0.69102  0.973
C36 -5.43655 -0.21425 0.40987  -0.533
C37 -4.90597 0.01013 -0.88924  -0.045
C38 -3.55546 0.42446 -0.96165  -0.088
N6 -2.77339 0.61774 0.14122  0.093
C39 -3.33645 0.44042 1.35225  -0.130
C40 -4.65962 0.03651 1.53250  -0.114
C41 -7.03765 -2.33302 -0.22646  -0.568
C42 -6.52122 -3.48587 0.40586  -0.080
C43 -6.27181 -4.56732 -0.38450  -0.140
N7 -6.59033 -4.59995 -1.70557  0.054
C44 -7.17479 -3.54340 -2.26670  -0.147
C45 -7.41768 -2.35362 -1.57076  -0.079
H29 -5.43108 -0.17089 -1.80818  0.092
H30 -3.11319 0.58313 -1.94914  0.111
H31 -2.57845 0.52236 2.16953  0.122
H32 -4.99898 -0.16230 2.55141  0.096
H33 -6.31331 -3.36959 1.47970  0.109
H34 -5.68694 -5.43523 -0.06219  0.107
H35 -7.51615 -3.73069 -3.28550  0.103
H36 -7.84899 -1.50480 -2.09580  0.104

Charge = -2
LUMO energy = 3.35 eV
Orbital gap = 4.5 eV
Strongest force on any atom = 4.14 eV Å⁻¹
HOMO level = -1.10 eV
Multiplicity = 1


Relative energy (zero: lowest compared OMol25 entry of this formula, charge and spin) for every record listed, in sequence, given in eV: 8.200 0.224 0.550.